No. 1
Below is C21H43BiN2P3S as an isolated structure in a non-equilibrium geometry, with properties calculated with wB97M-V/def2-TZVPD.

Geometry as ORCA input:
```
! RIJCOSX wB97M-V def2-TZVPD def2/J DEFGRID3
* xyz 3 1
Bi 0.905 -0.408 -1.295
P 2.274 1.151 0.612
P -1.204 0.152 1.378
P -1.110 1.861 -1.680
H 1.397 -3.427 -6.280
C 1.287 -2.339 -6.433
C 2.161 -1.476 -5.832
H 2.982 -1.877 -5.212
C 3.543 0.129 1.413
C 1.755 2.276 1.973
C 3.295 2.247 -0.443
C -2.731 -0.802 1.130
C -0.730 -0.635 2.998
C -1.900 1.664 2.139
C -1.008 2.324 -3.463
C -0.909 3.545 -0.964
C -2.920 1.688 -1.560
H 0.473 -1.939 -7.068
H 2.197 -0.434 -6.183
H 3.815 -0.712 0.768
H 3.187 -0.258 2.374
H 4.428 0.758 1.561
H 1.269 1.713 2.783
H 1.052 3.037 1.599
H 2.668 2.758 2.364
H 3.601 1.706 -1.350
H 4.180 2.541 0.150
H 2.721 3.134 -0.747
H -3.441 -0.637 1.939
H -2.492 -1.863 1.104
H -3.208 -0.534 0.192
H -1.433 -0.318 3.789
H 0.290 -0.345 3.291
H -0.748 -1.729 2.905
H -2.434 1.397 3.062
H -2.605 2.186 1.488
H -1.114 2.373 2.430
H -1.857 2.978 -3.701
H -1.034 1.412 -4.078
H -0.038 2.791 -3.684
H -1.587 4.231 -1.489
H 0.124 3.883 -1.077
H -1.134 3.555 0.105
H -3.352 2.435 -2.233
H -3.309 1.832 -0.548
H -3.216 0.702 -1.929
C 0.046 -1.995 -3.904
C -1.270 -2.196 -4.315
C -1.771 -3.500 -4.353
C -0.867 -4.573 -4.110
C 0.440 -4.350 -3.635
C 0.918 -3.036 -3.534
S 0.792 -0.442 -4.147
H -0.417 0.140 -2.691
H -1.768 -1.271 -4.655
H -2.858 -3.637 -4.597
H -1.145 -5.621 -4.261
H 1.081 -5.202 -3.342
H 1.993 -2.820 -3.395
C 2.102 -4.340 3.243
N 1.603 -3.900 1.946
C 1.171 -4.739 0.927
C 0.727 -3.897 -0.067
N 0.938 -2.578 0.327
C 1.433 -2.645 1.547
H 1.481 -5.116 3.685
H 3.095 -4.794 3.196
H 2.119 -3.498 3.938
H 1.235 -5.812 1.056
H 0.266 -4.083 -1.025
H 1.723 -1.761 2.143
*
```

Its relative energy (zero: lowest compared OMol25 entry of this formula, charge and spin) is 99.0 kcal per mole. For the total energy, the calculation gives -69966.334 eV. Its HOMO energy (spin up / spin down) is -16.7 / -16.7 eV. Its HOMO-LUMO gap (spin up / spin down) is 5.40 / 5.40 eV.



No. 2
Below is a 3-piece molecular cluster, C21H43BrClIN2O10S overall, with properties calculated with wB97M-V/def2-TZVPD.

Geometry as ORCA input:
```
! RIJCOSX wB97M-V def2-TZVPD def2/J DEFGRID3
* xyz 0 1
C 3.319 2.196 -1.203
C 3.785 0.758 -1.500
C 5.067 0.313 -0.776
Cl 6.020 -0.682 -1.919
C 4.860 -0.452 0.539
Br 3.457 0.548 1.562
O 4.375 -1.754 0.332
S 4.403 -2.586 1.721
O 5.052 -3.814 1.475
O 3.133 -2.561 2.336
O 5.356 -1.552 2.495
C 6.015 -0.660 1.567
I 7.699 -1.846 0.819
C 6.470 0.603 2.294
C 7.956 0.803 2.611
C 8.168 2.086 3.433
C 8.314 3.398 2.671
O 8.654 4.410 3.205
O 8.106 3.381 1.322
H 3.590 2.864 -2.019
H 2.236 2.225 -1.095
H 3.736 2.594 -0.281
H 2.990 0.030 -1.335
H 4.016 0.714 -2.561
H 5.671 1.192 -0.549
H 5.943 0.596 3.251
H 6.063 1.462 1.752
H 8.557 0.855 1.706
H 8.282 -0.034 3.226
H 7.349 2.206 4.145
H 9.096 1.999 3.994
H 7.493 2.683 1.074
C -0.923 -0.098 -1.554
O -0.063 -1.197 -1.331
C 0.487 -1.247 -0.019
C -0.054 -2.429 0.751
N -1.466 -2.232 1.058
C -2.130 -3.393 1.637
C -2.284 -4.628 0.759
O -3.145 -4.435 -0.348
C -2.532 -3.947 -1.526
H -1.216 -0.117 -2.602
H -1.826 -0.162 -0.937
H -0.418 0.853 -1.350
H 0.284 -0.317 0.522
H 1.572 -1.351 -0.119
H 0.503 -2.529 1.686
H 0.132 -3.331 0.150
H -1.952 -1.969 0.210
H -3.133 -3.080 1.942
H -1.595 -3.679 2.548
H -2.745 -5.411 1.367
H -1.316 -5.016 0.421
H -1.499 -4.295 -1.614
H -2.539 -2.854 -1.575
H -3.104 -4.326 -2.373
C -4.327 1.815 0.677
O -4.664 0.846 -0.297
C -5.796 0.054 0.054
C -6.942 0.313 -0.898
N -7.472 1.657 -0.721
C -8.458 2.058 -1.717
C -7.987 2.202 -3.159
O -7.063 3.254 -3.357
C -5.701 2.915 -3.187
H -3.399 2.289 0.361
H -5.104 2.581 0.772
H -4.164 1.349 1.654
H -6.098 0.253 1.086
H -5.504 -0.998 -0.018
H -7.739 -0.411 -0.700
H -6.572 0.132 -1.917
H -6.702 2.314 -0.740
H -8.865 3.023 -1.405
H -9.285 1.342 -1.693
H -8.861 2.448 -3.767
H -7.580 1.263 -3.555
H -5.508 1.877 -3.473
H -5.361 3.064 -2.158
H -5.117 3.571 -3.833
*
```

For the total energy, the calculation gives -147426.780 eV. Its HOMO energy is -8.6 eV. As for the SMILES: CC[C@H](Cl)[C@@]1(Br)OS(=O)(=O)O[C@]1(I)CCCC(=O)O.COCCNCCOC.COCCNCCOC. Its HOMO-LUMO gap is 7.90 eV.



No. 3
Below is a 2-piece molecular cluster, C21H43ClFNO8P2S3 overall in a non-equilibrium geometry, with properties calculated with wB97M-V/def2-TZVPD.

Geometry as ORCA input:
```
! RIJCOSX wB97M-V def2-TZVPD def2/J DEFGRID3
* xyz 0 1
C 3.418 -3.333 3.922
C 2.350 -2.884 2.906
P 2.288 -1.024 2.708
C 4.044 -0.441 2.827
C 1.611 -0.598 0.970
C 2.466 -1.503 -0.008
P 3.198 -0.619 -1.419
O 2.250 0.081 -2.291
O 4.450 0.291 -0.962
O 3.871 -1.825 -2.287
N 2.069 0.780 0.681
C 0.940 1.499 0.155
O 1.052 2.333 -0.659
C -0.266 0.922 0.925
S 0.087 1.636 2.633
C -1.717 1.418 0.646
C -1.919 2.274 -0.607
C -1.525 3.754 -0.454
F -1.384 1.698 -1.757
C 0.038 -0.642 0.787
C -0.426 -1.000 -0.642
C -0.432 -2.547 -0.931
C -1.767 -3.058 -1.528
C -1.720 -3.171 -3.086
S -3.198 -2.342 -3.726
O -3.351 -2.588 -5.120
O -4.330 -2.769 -2.979
Cl -2.802 -0.363 -3.337
C -0.617 -1.477 1.906
C -2.142 -1.755 1.784
C -3.019 -0.897 2.728
O -3.876 -1.718 3.512
C -4.992 -0.972 3.981
H 3.258 -2.880 4.904
H 3.282 -4.412 4.065
H 4.441 -3.219 3.561
H 1.384 -3.277 3.227
H 2.593 -3.378 1.952
H 4.727 -0.798 2.046
H 4.015 0.650 2.871
H 4.407 -0.773 3.802
H 1.971 -2.403 -0.383
H 3.329 -1.867 0.564
H 4.341 1.131 -1.438
H 4.178 -1.391 -3.100
H 2.554 1.283 1.413
H -0.696 0.946 3.487
H -2.075 2.011 1.484
H -2.428 0.590 0.569
H -3.003 2.283 -0.789
H -1.187 4.101 -1.438
H -0.787 3.874 0.341
H -2.430 4.294 -0.164
H 0.155 -0.472 -1.405
H -1.463 -0.698 -0.794
H 0.317 -2.678 -1.725
H -0.074 -3.138 -0.087
H -2.629 -2.486 -1.184
H -1.886 -4.088 -1.177
H -1.754 -4.219 -3.383
H -0.819 -2.721 -3.508
H -0.126 -2.454 1.884
H -0.460 -1.052 2.897
H -2.551 -1.693 0.776
H -2.309 -2.783 2.129
H -3.663 -0.268 2.097
H -2.420 -0.251 3.386
H -4.843 0.111 3.899
H -5.888 -1.225 3.401
H -5.156 -1.184 5.041
C 0.997 4.237 -3.676
S 0.746 5.920 -3.092
O -0.715 6.101 -2.875
C 1.158 6.729 -4.647
H 0.755 3.553 -2.864
H 0.343 4.041 -4.527
H 2.041 4.104 -3.962
H 0.494 6.374 -5.435
H 2.197 6.516 -4.902
H 1.029 7.802 -4.516
*
```

Its relative energy (zero: lowest compared OMol25 entry of this formula, charge and spin) is 23.0 kcal per mole. For the total energy, the calculation gives -106667.217 eV. Its HOMO energy is -7.9 eV. Its HOMO-LUMO gap is 8.17 eV.



No. 4
Below is C21H43CoKO16 as an isolated structure in a non-equilibrium geometry, with properties calculated with wB97M-V/def2-TZVPD.

Geometry as ORCA input:
```
! RIJCOSX wB97M-V def2-TZVPD def2/J DEFGRID3
* xyz 2 4
Co -1.759 -2.192 -1.509
K -2.315 -0.788 1.735
C 0.534 0.126 -0.326
O -0.670 -0.535 -0.734
H 1.209 0.441 -1.122
H 0.379 0.965 0.352
H 1.048 -0.667 0.216
C 0.285 -7.805 -1.151
C -0.063 -6.347 -1.296
O 0.897 -5.646 -2.070
C 0.794 -4.288 -2.084
O -0.029 -3.560 -1.513
O 1.704 -3.786 -2.932
C 1.892 -2.397 -3.044
H 1.321 -7.955 -0.848
H 0.027 -8.446 -1.994
H -0.214 -8.256 -0.293
H -0.284 -5.829 -0.363
H -1.080 -6.223 -1.670
H 2.080 -2.025 -2.037
H 1.002 -1.992 -3.525
H 2.811 -2.235 -3.607
C 0.448 1.299 -4.705
C -0.882 1.467 -3.862
O -1.863 0.740 -4.653
C -2.123 -0.548 -4.390
O -1.613 -1.292 -3.496
O -3.031 -0.913 -5.290
C -4.057 -1.826 -4.954
H 0.822 0.278 -4.623
H 1.154 1.960 -4.203
H 0.380 1.595 -5.752
H -1.032 2.539 -3.740
H -0.611 1.038 -2.897
H -3.639 -2.816 -4.770
H -4.724 -1.776 -5.815
H -4.553 -1.482 -4.047
C 0.399 4.062 -1.233
C -0.045 5.451 -1.812
O -0.963 5.962 -0.894
C -0.542 6.705 0.128
O 0.614 6.883 0.571
O -1.684 7.180 0.711
C -1.570 7.943 1.898
H -0.416 3.396 -0.951
H 0.979 4.234 -0.326
H 0.973 3.510 -1.977
H -0.517 5.110 -2.733
H 0.681 6.194 -2.142
H -2.429 8.606 1.997
H -0.706 8.567 1.667
H -1.404 7.259 2.730
C 1.716 -3.009 2.360
C 0.555 -3.931 1.983
O 0.860 -5.216 2.466
C 0.009 -6.258 2.441
O -1.214 -6.249 2.078
O 0.645 -7.299 2.906
C -0.033 -8.482 3.261
H 1.737 -2.876 3.441
H 1.763 -2.103 1.756
H 2.701 -3.459 2.238
H 0.405 -4.045 0.909
H -0.416 -3.619 2.368
H -0.679 -8.871 2.474
H -0.548 -8.256 4.194
H 0.585 -9.314 3.598
C -1.019 3.650 2.479
C 0.296 4.003 3.214
O 0.018 4.546 4.463
C 0.830 5.356 5.207
O 0.467 5.870 6.280
O 2.078 5.404 4.584
C 3.178 5.979 5.284
H -1.519 4.500 2.016
H -1.688 3.144 3.175
H -0.786 2.844 1.783
H 0.899 4.608 2.536
H 0.792 3.036 3.300
H 3.970 6.442 4.697
H 3.763 5.156 5.695
H 3.019 6.564 6.190
*
```

For the total energy, the calculation gives -109167.494 eV. Its HOMO energy (spin up / spin down) is -14.0 / -14.0 eV. The expectation value of S² is 3.762. Its HOMO-LUMO gap (spin up / spin down) is 5.45 / 5.48 eV.